[1]
# C19H23NO5

A single C19H23NO5 molecule (ωB97M-V/def2-TZVPD, the Open Molecules 2025 dataset).

As for the HOMO-LUMO gap: 8.56 eV. The LUMO energy is 0.55 eV. Its HOMO energy is -8.014 eV. The structure (SMILES) is COc1cc(C[C@@H]2NCCc3cc(O)c(O)cc32)cc(OC)c1OC. The energy relative to the best compared isomer or geometry (same formula, charge and spin) is 53.3 kcal per mole.

Each line ends with the Löwdin charge.
Geometry (Å):
C 1.9917 2.7598 -0.9845  -0.058
O 2.0005 1.5860 -1.7765  -0.104
C 1.8249 0.4065 -1.0779  -0.208
C 0.6670 -0.3152 -1.3103  0.034
C 0.4354 -1.5135 -0.6490  -0.239
C -0.8511 -2.2525 -0.8445  -0.087
C -1.8456 -1.9974 0.3195  -0.282
N -3.0087 -2.8543 0.1405  -0.026
C -3.9151 -2.3613 -0.8797  -0.213
C -4.4668 -0.9662 -0.5672  -0.126
C -3.3895 -0.0353 -0.0760  -0.169
C -3.6354 1.3327 -0.0414  0.040
C -2.7022 2.2172 0.4676  -0.252
O -2.9541 3.5533 0.4784  0.075
C -1.5040 1.7121 0.9867  -0.238
O -0.6080 2.6228 1.5068  0.040
C -1.2595 0.3553 0.9618  0.030
C -2.1831 -0.5268 0.4096  -0.131
C 1.3848 -1.9652 0.2481  0.036
C 2.5685 -1.2667 0.4920  -0.186
O 3.3705 -1.8601 1.4174  -0.064
C 4.6499 -1.3522 1.7220  -0.068
C 2.8039 -0.0640 -0.1882  -0.140
O 3.9622 0.6739 0.0269  -0.141
C 4.8135 0.7817 -1.0998  -0.062
H 1.0058 2.9145 -0.5343  0.083
H 2.2096 3.5810 -1.6650  0.096
H 2.7487 2.7270 -0.1964  0.091
H -0.0542 0.0860 -2.0047  0.137
H -1.3069 -1.9341 -1.7806  0.113
H -0.6764 -3.3281 -0.8865  0.126
H -1.3485 -2.3096 1.2451  0.152
H -3.5107 -2.9243 1.0207  0.117
H -3.3760 -2.3424 -1.8286  0.109
H -4.7347 -3.0779 -0.9765  0.115
H -4.9525 -0.5467 -1.4500  0.116
H -5.2282 -1.0451 0.2173  0.121
H -4.5657 1.7300 -0.4160  0.128
H -2.1957 3.9917 0.8874  0.103
H 0.1558 2.1459 1.8487  0.108
H -0.3375 -0.0250 1.3794  0.127
H 1.2383 -2.8876 0.7884  0.132
H 4.6040 -0.3265 2.0929  0.095
H 5.0349 -2.0081 2.5031  0.094
H 5.3182 -1.3949 0.8579  0.091
H 4.3013 1.2254 -1.9560  0.091
H 5.2030 -0.2012 -1.3892  0.096
H 5.6372 1.4226 -0.7895  0.097



[2]
# C19H23NPbS4Sb

C19H23NPbS4Sb as an isolated structure (ωB97M-V/def2-TZVPD, the Open Molecules 2025 dataset).

As for the HOMO-LUMO gap (alpha / beta): 7.19 / 5.36 eV. The expectation value of S² is 0.756. Its charge is +2. The LUMO energy (alpha / beta) is -7.32 / -9.15 eV. Its HOMO energy (alpha / beta) is -14.505 / -14.505 eV. Its multiplicity is 2. The energy relative to the best compared isomer or geometry (same formula, charge and spin) is 0.0 kcal per mole.

Each line ends with the Löwdin charge.
Geometry (Å):
Pb -0.1397 -1.2241 -0.2863  1.332
C -0.1737 2.3863 0.8412  -0.016
C 0.7417 1.1862 0.8895  -0.259
C 1.7228 1.0135 -0.1130  -0.234
C 1.9512 2.0781 -1.1591  -0.010
C 2.5395 -0.1434 -0.1172  -0.252
C 3.5581 -0.3334 -1.2101  -0.009
C 2.4516 -1.0768 0.9354  -0.265
C 3.3529 -2.2831 0.9510  -0.023
C 1.5556 -0.8452 2.0004  -0.239
C 1.6128 -1.7044 3.2437  -0.011
C 0.6565 0.2496 1.9496  -0.265
C -0.3133 0.4653 3.0854  -0.016
H 0.3132 3.2571 1.2842  0.118
H -1.0988 2.2281 1.3853  0.065
H -0.4379 2.6470 -0.1812  0.087
H 1.5578 1.8006 -2.1385  0.104
H 3.0197 2.2473 -1.2827  0.102
H 1.5033 3.0238 -0.8777  0.082
H 4.5382 0.0111 -0.8722  0.121
H 3.3070 0.2264 -2.1055  0.083
H 3.6708 -1.3770 -1.4928  0.082
H 4.3277 -2.0265 1.3696  0.119
H 3.5242 -2.6736 -0.0478  0.071
H 2.9370 -3.0905 1.5456  0.081
H 0.8731 -2.5124 3.2468  0.071
H 1.4334 -1.1002 4.1286  0.095
H 2.5929 -2.1563 3.3583  0.090
H -0.5873 -0.4681 3.5686  0.084
H -1.2278 0.9554 2.7667  0.064
H 0.1361 1.1056 3.8474  0.121
S -0.9661 -4.6241 1.9898  0.109
Sb -1.2299 -4.9876 -0.5384  0.656
S -2.0607 -3.1871 1.1946  -0.060
S 0.5749 -3.9246 -1.3013  -0.197
S -4.5422 1.3075 0.0972  1.155
C -3.3035 0.2123 0.4936  -0.487
N -2.4819 -0.1194 -0.4636  -0.118
C -2.8286 0.5368 -1.6450  -0.335
C -2.1729 0.4157 -2.8737  -0.037
C -2.6462 1.1409 -3.9422  -0.048
C -3.7656 1.9803 -3.8089  -0.043
C -4.4239 2.1045 -2.6070  -0.051
C -3.9382 1.3721 -1.5212  -0.449
H -3.2182 -0.1745 1.4987  0.074
H -1.3271 -0.2514 -3.0045  0.092
H -2.1607 1.0567 -4.9032  0.118
H -4.1186 2.5309 -4.6679  0.122
H -5.2894 2.7447 -2.5103  0.125



[3]
# C19H24AsFIrN3O4S4

C19H24AsFIrN3O4S4 as an isolated structure (ωB97M-V/def2-TZVPD, the Open Molecules 2025 dataset).

As for the HOMO-LUMO gap (alpha / beta): 5.41 / 5.56 eV. The expectation value of S² is 8.779. Its charge is +1. The LUMO energy (alpha / beta) is -3.50 / -4.19 eV. Its HOMO energy (alpha / beta) is -8.901 / -9.749 eV. Its multiplicity is 6. The energy relative to the best compared isomer or geometry (same formula, charge and spin) is 24.3 kcal per mole.

Each line ends with the Löwdin charge.
Geometry (Å):
Ir -5.0329 -0.6946 -0.1909  0.953
F 1.6751 -3.0382 0.0371  0.064
C 1.3413 -1.7461 -0.1887  -0.183
C 0.0116 -1.4340 -0.1541  0.094
C -0.4173 -0.1167 -0.3038  -0.044
C -1.8520 0.1840 -0.2133  -0.296
O -2.6584 -0.7381 -0.0068  -0.122
C -2.1790 1.5706 -0.3366  -0.023
C -1.1930 2.4885 -0.4979  0.054
N 0.1261 2.1963 -0.6250  0.010
C 1.0749 3.2763 -0.7679  -0.259
C 0.7618 4.3882 -1.7186  -0.075
C 1.8546 3.4182 -2.0446  -0.099
C 0.5412 0.8856 -0.5054  -0.115
C 1.8937 0.5354 -0.5796  0.058
C 2.3308 -0.7711 -0.4181  -0.129
N 3.7173 -1.0456 -0.5352  -0.096
C 4.6592 -0.1796 0.1584  -0.123
C 5.8755 0.0445 -0.7570  -0.072
N 5.9689 -1.1291 -1.6799  0.056
C 5.7118 -2.3907 -0.9226  -0.077
C 4.2134 -2.4232 -0.5812  -0.126
C -3.6068 2.0999 -0.2601  -0.608
O -3.7609 3.2395 0.1424  0.069
O -4.5249 1.3114 -0.6901  -0.203
H -0.7331 -2.2015 0.0126  0.145
H -1.4652 3.5345 -0.5226  0.151
H 1.5747 3.5340 0.1595  0.157
H 1.0242 5.3929 -1.4216  0.114
H -0.1518 4.3212 -2.2927  0.116
H 2.8808 3.7527 -1.9675  0.103
H 1.6730 2.6972 -2.8308  0.114
H 2.6072 1.3177 -0.7973  0.103
H 4.9756 -0.6285 1.1083  0.139
H 4.2025 0.7755 0.3932  0.123
H 6.7957 0.1092 -0.1796  0.139
H 5.7755 0.9434 -1.3620  0.137
H 6.8623 -1.1447 -2.1691  0.189
H 5.2190 -1.0378 -2.3697  0.187
H 6.3409 -2.3797 -0.0350  0.138
H 5.9876 -3.2518 -1.5260  0.141
H 4.0787 -2.9658 0.3571  0.137
H 3.6775 -2.9620 -1.3590  0.136
S -8.0002 -4.1047 -2.0123  0.129
As -7.0343 -3.0304 -0.4542  -0.563
S -7.4356 -0.8665 -0.5048  0.118
S -4.8289 -3.0801 -0.5748  0.051
S -7.7998 -3.9455 1.2895  0.060
C -5.0162 -0.7765 4.4848  -0.067
C -4.2517 -0.5888 3.1883  -0.279
O -5.1327 -0.1946 2.1231  -0.216
H -4.3173 -0.9574 5.3019  0.082
H -5.6993 -1.6214 4.4104  0.083
H -5.5970 0.1166 4.7227  0.081
H -3.8032 -1.5262 2.8636  0.116
H -3.4561 0.1519 3.3040  0.118
H -5.4850 0.6857 2.2995  0.108



What is the energy relative to the best compared isomer or geometry (same formula, charge and spin) in the second record? 0.0 kcal per mole